Computed, not measured: a 2-piece molecular cluster, C5H8N5O overall, with ωB97M-V/def2-TZVPD.

E_tot: -544.01320 Ha
Orbital gap: 8.95 eV
Charge: +1
HOMO: -12.45 eV
ΔE to the lowest compared entry with this formula, charge and spin: 374.6 kJ/mol
2S+1: 1
E_LUMO: -0.1286 Eh

```
19
Properties=species:S:1:pos:R:3:nbo_charge:R:1
C -4.231 0.485 -0.581 -0.067
C -2.949 0.664 -0.924 -0.074
C -3.259 -0.765 0.745 0.213
C 3.700 -0.822 -0.424 0.557
C -0.974 -0.428 0.037 0.561
N -4.392 -0.302 0.553 -0.370
N -2.249 -0.114 -0.045 -0.452
N 0.148 -0.680 0.021 -0.441
N 3.683 0.325 0.206 -0.398
N 2.430 0.835 0.738 -0.616
O 2.673 -1.559 -0.605 -0.575
H -4.983 1.078 -1.030 0.226
H -2.470 1.241 -1.698 0.243
H -3.167 -1.509 1.488 0.224
H 4.681 -0.982 -0.760 0.211
H 2.579 0.914 1.765 0.390
H 1.882 -1.082 -0.089 0.555
H 4.532 0.992 0.252 0.439
H 2.366 1.708 0.352 0.374
```